(1)
Computed, not measured: 2 unconnected molecules or ions with the total composition C11H15NSi in a non-equilibrium geometry, with the ωB97M-V functional and the def2-TZVPD basis.

```
28
Properties=species:S:1:pos:R:3:forces:R:3
C 1.7078 -1.8709 1.0307 1.28 -1.34 0.73
C 0.9723 0.4559 -4.3232 -0.46 1.02 -0.92
C -0.0026 1.0844 -3.5508 1.10 -1.44 0.94
C 1.7283 -0.5854 -3.7982 2.04 -0.26 -2.25
C -0.1762 0.6357 -2.2560 0.08 -0.85 1.62
C 1.5376 -1.1011 -2.5268 0.76 1.09 0.39
C 0.6362 -0.3995 -1.6878 0.11 -0.54 -0.34
C 0.4196 2.0759 3.2497 -0.21 -0.64 0.08
C -1.9170 -3.0199 -0.7751 -1.36 3.38 0.25
C 0.5005 0.6409 2.6149 1.44 -0.23 1.39
C -0.0382 0.6135 1.2329 -1.02 1.50 -2.36
N 2.3249 -2.6334 1.6742 -1.08 1.44 -1.19
Si 0.5031 -0.8157 0.1360 -1.42 -0.21 -0.37
H 1.0983 0.8832 -5.3553 0.35 -0.78 1.13
H -0.4706 1.9717 -3.8507 -0.92 0.86 -0.71
H 2.6548 -0.8788 -4.4500 -1.99 0.01 1.34
H -0.9565 1.0472 -1.5921 0.56 0.16 -0.49
H 2.2907 -1.8420 -2.1785 -0.97 0.47 0.03
H 1.1071 2.8542 2.8311 0.07 -1.13 0.32
H -0.5678 2.5416 2.9710 0.53 -0.70 1.10
H 0.6447 1.8566 4.3412 -0.67 1.17 -1.12
H -1.9222 -2.4052 -1.6477 0.21 -0.14 -0.60
H -1.3702 -3.8515 -0.6407 1.79 -2.72 0.19
H -2.5065 -2.6267 0.0276 -0.28 -0.16 0.38
H 1.6252 0.3076 2.6237 -2.06 0.48 0.01
H -0.0680 -0.1087 3.2277 0.66 0.77 -0.16
H 0.3955 1.5529 0.7566 -0.57 -1.00 0.01
H -1.1966 0.7465 1.1111 2.01 -0.25 0.60
```
Forces are in eV/Å.

Output
- HOMO energy (alpha / beta) (eV) = -8.66 / -7.10
- LUMO energy (alpha / beta) (eV) = -0.751 / 0.021
- F_max (eV/Å) = 3.65
- HOMO-LUMO gap (alpha / beta) (hartree) = 0.2905 / 0.2615
- spin multiplicity = 1
- calculated total energy (eV) = -21013.671
- energy above the lowest of the compared OMol25 structures with the same formula, charge and spin (eV) = 4.517

Results of the Löwdin charge analysis, in e, for atoms 1 through 8: atom 1 (C): -0.336, atom 2 (C): -0.101, atom 3 (C): -0.092, atom 4 (C): -0.116, atom 5 (C): -0.107, atom 6 (C): -0.113, atom 7 (C): -0.314, atom 8 (C): -0.126


(2)
Computed, not measured: C11H15OP in the gas phase in a non-equilibrium geometry, with the ωB97M-V functional and the def2-TZVPD basis.

```
28
Properties=species:S:1:pos:R:3:forces:R:3
C -2.5149 1.2684 2.7387 -0.60 0.77 -1.80
C -1.7292 0.4090 3.5066 -1.63 -0.15 1.08
C -2.1292 1.6543 1.4269 2.67 -2.27 0.99
C -0.4977 -0.0368 3.1284 1.10 -1.02 3.35
C -0.9292 1.0158 0.9807 -1.76 0.26 2.20
C -0.1438 0.2038 1.8654 1.05 1.60 -4.24
C 2.4555 -1.4730 0.0704 0.70 -1.07 -3.36
C -0.6208 -0.4461 -3.4012 -1.02 -2.78 1.28
C 2.0136 -0.8296 -1.2982 -1.03 -0.80 0.86
C -0.2316 0.2349 -2.1484 0.87 2.98 1.39
C 0.5247 -0.5108 -1.0521 0.00 0.32 -0.27
O 1.6693 1.7159 0.1090 0.36 0.34 -0.13
P 0.6010 0.7280 0.2862 -0.47 -1.06 1.20
H -3.4636 1.6770 3.0944 0.32 -0.33 0.22
H -2.1010 -0.0081 4.4586 0.01 0.83 -0.36
H -2.5532 2.3367 0.7502 -1.13 0.91 -0.19
H 0.1213 -0.4583 3.9909 -0.57 0.12 -1.78
H 1.5507 -1.8972 0.4480 0.03 -1.12 0.64
H 3.3288 -2.1466 -0.1068 -0.89 0.27 0.63
H 2.7151 -0.6768 0.6843 0.80 1.31 1.33
H 0.2496 -1.0647 -3.6665 -0.60 -0.03 -0.51
H -1.5587 -1.0833 -3.2606 1.41 0.27 0.08
H -0.9358 0.1727 -4.1749 0.06 1.46 -1.40
H 2.0894 -1.3990 -2.2183 0.30 -0.67 0.16
H 2.5692 0.0644 -1.4464 0.34 0.88 -0.23
H 0.4823 1.0415 -2.3314 0.40 0.05 -0.96
H -0.9490 0.9286 -1.6515 -0.71 -1.12 -0.56
H -0.0126 -1.4208 -0.7826 0.01 0.03 0.38
```
Forces are in eV/Å.

Output
- HOMO energy (eV) = -9.56
- LUMO energy (eV) = 0.629
- F_max (eV/Å) = 4.65
- HOMO-LUMO gap (hartree) = 0.3744
- spin multiplicity = 1
- calculated total energy (eV) = -22984.151
- structure (SMILES) = CCC(CC)P1(=O)c2ccccc21
- energy above the lowest of the compared OMol25 structures with the same formula, charge and spin (eV) = 1.019

Results of the Löwdin charge analysis, in e, for atoms 1 through 8: atom 1 (C): -0.065, atom 2 (C): -0.103, atom 3 (C): -0.018, atom 4 (C): -0.113, atom 5 (C): -0.221, atom 6 (C): -0.176, atom 7 (C): -0.089, atom 8 (C): -0.093


(3)
Computed, not measured: C11H16BNO2 in the gas phase in a non-equilibrium geometry, with the ωB97M-V functional and the def2-TZVPD basis.

```
31
Properties=species:S:1:pos:R:3:forces:R:3
B 1.6863 0.2067 0.9103 2.95 -1.56 0.02
C 4.0606 0.4811 -0.7268 1.07 0.60 -1.53
C 4.6178 -1.7596 -0.3465 0.58 -3.18 1.09
C 4.0149 -0.7076 0.0673 -1.71 4.00 1.46
C -2.2274 -0.2708 -1.3390 0.24 -0.08 2.58
C -2.4210 -1.3396 -0.2153 0.45 0.17 -1.93
C -0.7485 -0.0521 -1.3757 -0.06 0.40 -1.10
C -1.5042 -0.7671 0.8463 1.04 -1.56 1.44
C -0.1213 1.4647 0.7770 -1.62 -1.47 -2.49
C -0.3596 -0.0139 0.0780 -1.38 1.61 1.14
C -0.5752 2.7020 0.0553 -3.89 -2.08 -0.79
C 3.2011 -0.3720 1.3066 -1.74 -1.40 1.31
N 4.2170 1.3731 -1.4397 -0.36 -0.05 0.37
O 1.2173 1.4571 1.0056 2.44 1.03 1.19
O 0.8574 -0.6509 0.3038 0.20 -0.98 -0.04
H 4.5453 -2.6536 0.2620 0.05 -0.09 0.07
H 5.2442 -1.8549 -1.1813 0.42 0.29 -1.25
H -2.4995 -0.5160 -2.3137 -1.47 -0.27 -1.44
H -2.6913 0.6192 -0.8617 -0.15 -0.14 -1.07
H -3.4627 -1.3325 -0.0306 -1.05 -0.30 0.88
H -2.1563 -2.3583 -0.5836 0.11 0.69 0.41
H -0.3184 -0.9519 -1.8604 0.22 0.62 0.24
H -0.6105 0.8555 -2.0239 0.75 -0.82 0.81
H -1.9986 -0.1431 1.6125 -0.08 0.10 -0.72
H -1.0410 -1.5881 1.5059 -0.45 1.07 -1.09
H -0.6471 1.4269 1.6815 -0.62 -0.08 1.68
H -0.5257 2.6096 -1.0176 0.46 -0.07 -0.44
H 0.0187 3.5077 0.3393 0.38 1.73 0.83
H -1.7728 2.7300 0.2158 2.79 0.72 0.02
H 3.5950 0.3585 2.0250 0.75 0.08 -0.74
H 3.1303 -1.3108 1.9561 -0.31 1.02 -0.92
```
Forces are in eV/Å.

Output
- HOMO energy (eV) = -10.07
- LUMO energy (eV) = 0.607
- F_max (eV/Å) = 4.59
- HOMO-LUMO gap (hartree) = 0.3924
- spin multiplicity = 1
- calculated total energy (eV) = -17928.265
- structure (SMILES) = C=C(C#N)CB1O[C@@H](C)C2(CCCC2)O1
- energy above the lowest of the compared OMol25 structures with the same formula, charge and spin (eV) = 0.624

Results of the Löwdin charge analysis, in e, for atoms 1 through 8: atom 1 (B): -0.599, atom 2 (C): -0.204, atom 3 (C): 0.086, atom 4 (C): -0.337, atom 5 (C): -0.186, atom 6 (C): -0.169, atom 7 (C): -0.124, atom 8 (C): -0.095


(4)
Computed, not measured: 2 unconnected molecules or ions with the total composition C11H16BrClN2O, with the ωB97M-V functional and the def2-TZVPD basis.

```
32
Properties=species:S:1:pos:R:3:forces:R:3
C -2.3884 -0.2126 2.9933 0.68 -0.30 -0.13
C -2.4931 0.5203 2.0562 -0.33 0.18 0.03
C -2.5575 1.4080 0.9137 -0.21 0.64 0.00
N -1.2123 1.4996 0.3350 -0.64 -0.60 -0.30
C -0.4193 2.5410 0.4676 -0.02 -0.09 -0.06
N 0.7209 2.2405 -0.1559 -0.08 0.08 0.20
C 0.6464 0.9672 -0.6810 -0.11 -0.33 -0.28
C 1.8064 0.3899 -1.4118 0.28 0.39 0.23
C 2.8479 -0.1599 -0.4523 0.37 -0.14 0.05
O 3.9678 -0.5782 -1.2124 -0.11 0.13 -0.15
C -0.5907 0.4823 -0.3731 0.69 0.60 0.00
C -1.1904 -0.8388 -0.7028 0.04 -0.10 -0.05
C -0.4274 -2.0330 -0.0679 -0.35 0.29 -0.49
C 0.1994 -2.9335 -1.1266 -0.03 0.28 0.28
Cl 1.6286 -3.7904 -0.4954 -0.04 -0.18 0.04
H -2.0397 -0.8825 3.7374 -0.39 -0.07 0.34
H -2.8427 2.4608 1.2005 -0.03 -0.78 0.26
H -3.2692 1.0456 0.1779 0.10 -0.03 -0.27
H -0.6997 3.4316 1.0076 0.01 0.18 0.12
H 1.5289 2.8354 -0.2199 -0.02 0.13 0.04
H 2.2935 1.2059 -1.9467 0.01 -0.05 -0.30
H 1.5180 -0.3558 -2.1439 -0.15 -0.12 -0.03
H 3.1444 0.6363 0.2360 -0.07 0.04 0.15
H 2.4633 -0.9949 0.1337 -0.17 -0.04 0.06
H 4.7280 -0.6320 -0.6294 0.09 -0.12 0.01
H -1.1979 -0.9193 -1.7906 0.00 -0.13 -0.11
H -2.2297 -0.8688 -0.3992 -0.14 0.12 0.10
H 0.3217 -1.6339 0.6043 0.12 -0.16 0.21
H -1.1495 -2.6209 0.4863 0.13 -0.07 0.40
H -0.5374 -3.6604 -1.4449 0.11 -0.24 -0.21
H 0.5423 -2.3699 -1.9850 0.05 0.06 -0.15
Br -3.1127 3.8203 2.8894 0.23 0.44 0.01
```
Forces are in eV/Å.

Output
- HOMO energy (eV) = -7.07
- LUMO energy (eV) = -0.061
- F_max (eV/Å) = 0.93
- HOMO-LUMO gap (hartree) = 0.2576
- spin multiplicity = 1
- calculated total energy (eV) = -99256.934
- energy above the lowest of the compared OMol25 structures with the same formula, charge and spin (eV) = 0.363

Results of the Löwdin charge analysis, in e, for atoms 1 through 8: atom 1 (C): 0.136, atom 2 (C): -0.148, atom 3 (C): -0.220, atom 4 (N): 0.009, atom 5 (C): -0.006, atom 6 (N): 0.165, atom 7 (C): -0.166, atom 8 (C): -0.090